Entry 1:
Entry from the Open Molecules 2025 dataset: a cluster of 4 separate species, C2H11O4 in total (ωB97M-V with the def2-TZVPD basis set).

The geometry in XYZ format:
```
17
Properties=species:S:1:pos:R:3:forces:R:3
H -1.821 2.318 0.897 0.533 -0.004 -0.492
O 0.880 0.417 2.452 -0.388 -0.132 -0.487
O 2.509 -1.114 -1.197 -0.875 0.475 -0.258
H -1.295 -1.726 -1.726 -0.226 -0.733 0.101
O -1.351 -1.834 -0.762 0.262 1.391 -0.716
H -2.135 0.639 0.624 0.076 -0.006 0.049
H 2.168 -0.751 -2.027 0.568 -0.227 -0.166
H -0.999 -0.935 -0.541 -0.549 -1.565 0.422
H -0.743 1.111 -1.604 1.243 -0.586 -0.404
C -1.767 1.542 0.123 -0.719 -0.636 0.426
C -0.427 1.140 -0.556 -1.130 2.014 1.078
H -2.544 1.708 -0.644 0.470 0.352 0.234
H 0.121 0.368 3.039 0.062 0.020 0.198
H 0.505 0.141 1.578 0.506 0.215 1.246
H 1.732 -0.909 -0.650 0.485 -0.348 0.299
H 0.388 1.913 -0.393 -0.575 -0.269 -0.379
O 0.162 0.065 0.019 0.259 0.039 -1.150
```
Positions in Å, forces in eV/Å.

Computed properties:
- charge = 0
- max |F| (eV Å⁻¹) = 2.5
- multiplicity = 2
- expectation value of S² = 0.754
- relative energy (zero: lowest compared OMol25 entry of this formula, charge and spin) (kJ/mol) = 84.9



Entry 2:
Entry from the Open Molecules 2025 dataset: the ion C6H11N4 with charge +1 (ωB97M-V with the def2-TZVPD basis set).

The geometry in XYZ format:
```
21
Properties=species:S:1:pos:R:3:forces:R:3
C 0.705 1.217 0.010 -0.234 -0.400 0.073
H 1.267 3.248 0.175 0.067 0.016 0.027
H 2.893 1.026 -0.037 0.226 0.065 0.010
H 2.825 -2.228 -1.096 0.006 -0.036 -0.041
N -3.925 -0.341 -0.017 0.305 -0.254 0.141
C 2.587 -1.963 -0.066 0.037 -0.153 -0.117
C 1.932 0.554 -0.020 -0.119 -0.470 -0.016
N -0.266 0.278 0.023 2.694 -0.581 0.256
C -2.713 -0.726 0.201 4.867 5.455 -0.737
N 0.324 -0.942 -0.009 0.280 -0.017 -0.064
H -0.037 2.932 -0.979 -0.014 0.034 -0.011
H -4.719 -0.964 0.070 0.086 0.084 -0.005
C 0.377 2.657 -0.008 -0.183 0.020 -0.031
H -0.380 2.880 0.741 -0.009 0.068 0.059
H 2.135 -2.829 0.412 0.058 -0.097 0.078
H -2.404 -1.715 0.481 -0.269 -0.403 0.043
C 1.676 -0.800 -0.027 -0.054 0.546 0.050
H -4.081 0.631 -0.258 -0.039 0.008 -0.030
H -0.188 -1.809 -0.020 -0.150 0.213 -0.033
H 3.518 -1.720 0.438 0.026 -0.038 0.062
N -1.527 0.612 -0.014 -7.583 -4.062 0.284
```
Positions in Å, forces in eV/Å.

Computed properties:
- charge = +1
- max |F| (eV Å⁻¹) = 8.6
- relative energy (zero: lowest compared OMol25 entry of this formula, charge and spin) (kJ/mol) = 375.8



Entry 3:
Entry from the Open Molecules 2025 dataset: the molecule C3H3NO3 (ωB97M-V with the def2-TZVPD basis set).

The geometry in XYZ format:
```
10
Properties=species:S:1:pos:R:3:forces:R:3
O 0.535 -0.419 -1.037 0.860 -0.358 0.831
H -2.370 -0.191 0.590 -0.093 0.099 0.242
H -0.040 1.942 -1.183 -0.297 0.006 -0.175
O -0.876 -1.330 1.348 -0.131 0.337 -0.650
N -0.778 1.510 -0.621 0.220 -0.493 -0.019
C 1.519 -0.476 -0.073 0.064 0.827 0.823
H 2.419 -1.113 -0.106 -0.745 -0.273 -1.160
C -0.500 0.311 -0.398 -0.363 0.037 -0.337
O 1.402 0.251 0.870 0.677 0.022 0.476
C -1.311 -0.486 0.611 -0.193 -0.204 -0.029
```
Positions in Å, forces in eV/Å.

Computed properties:
- charge = 0
- max |F| (eV Å⁻¹) = 1.4
- relative energy (zero: lowest compared OMol25 entry of this formula, charge and spin) (kJ/mol) = 207.4



The highest max |F| belongs to which entry?
C6H11N4



Which formula does entry 3 have?
C3H3NO3



What is the formula in the second record?
C6H11N4